C5H10O in the gas phase, computed with ωB97M-V with the def2-TZVPD basis set.

The geometry in XYZ format:
```
16
Properties=species:S:1:pos:R:3:mulliken_charge:R:1
C -1.1312 -1.4128 0.1142 -1.32
C -0.3043 -0.5069 -0.7703 -0.04
C -0.4994 0.9806 -1.0171 -0.90
C 0.6499 0.4909 -0.1931 1.01
C 0.6214 0.7682 1.2926 -1.37
O 1.9282 0.5581 -0.7677 -0.57
H -1.7918 -2.0478 -0.4826 0.39
H -0.4589 -2.0766 0.6746 0.29
H -1.7458 -0.8730 0.8428 0.27
H 0.0873 -1.0060 -1.6563 0.38
H -0.2840 1.3318 -2.0234 0.29
H -1.2805 1.5345 -0.4969 0.23
H 1.1275 1.7158 1.5061 0.34
H 1.1183 -0.0294 1.8607 0.32
H -0.4103 0.8405 1.6500 0.32
H 2.3736 -0.2681 -0.5335 0.36
```

Output
**Strongest force on any atom**: 0.0063 hartree/bohr
**LUMO energy**: 0.97 eV
**Energy relative to the best compared isomer or geometry (same formula, charge and spin)**: 23.33 kcal per mole
**Orbital gap**: 10.5 eV
**Total energy**: -271.71544 a.u.
**SMILES string**: C[C@H]1C[C@]1(C)O


A gas-phase ion, C14H20N5O (charge +1), computed with ωB97M-V with the def2-TZVPD basis set.

The geometry in XYZ format:
```
40
Properties=species:S:1:pos:R:3:mulliken_charge:R:1
C 3.2461 -0.9844 6.0954 -0.83
O 2.2595 -1.7818 5.4756 -0.43
C 2.0342 -1.6471 4.1571 0.66
C 2.6852 -0.7450 3.3167 -0.26
C 2.3724 -0.6954 1.9693 -0.56
C 1.4014 -1.5345 1.4384 0.00
N 1.0805 -1.5256 0.0590 -0.12
C 0.8726 -0.4678 -0.7278 0.35
N 0.8430 0.7668 -0.2069 -0.26
N 0.7700 -0.7235 -2.0231 -0.58
C 0.2705 0.0537 -2.9562 0.39
N 0.5826 -0.2374 -4.2234 -0.33
N -0.4673 1.1562 -2.7130 -0.55
C -1.7070 1.4014 -2.7413 0.23
C -2.8144 0.4314 -3.0093 -0.34
C -4.0496 1.3133 -3.2002 -0.75
C -3.7706 2.5184 -2.3004 -0.60
C -2.2693 2.7567 -2.4770 -0.37
C 0.7599 -2.4497 2.2715 -0.67
C 1.0690 -2.5028 3.6099 -0.60
H 3.0020 0.0797 6.0263 0.34
H 3.2496 -1.2852 7.1410 0.24
H 4.2345 -1.1652 5.6638 0.35
H 3.4498 -0.0870 3.6962 0.42
H 2.9247 -0.0252 1.3270 0.57
H 0.9897 -2.4246 -0.3950 0.29
H 0.9848 0.9075 0.7797 0.28
H 0.7192 1.5582 -0.8160 0.23
H 1.2766 -0.9446 -4.3987 0.26
H 0.2437 0.3224 -4.9865 0.24
H -2.9269 -0.2027 -2.1245 0.27
H -2.5985 -0.2241 -3.8532 0.39
H -4.1217 1.6319 -4.2407 0.30
H -4.9710 0.8004 -2.9358 0.35
H -4.3634 3.3873 -2.5743 0.34
H -3.9890 2.2684 -1.2614 0.30
H -2.0810 3.3759 -3.3585 0.27
H -1.7935 3.2489 -1.6302 0.35
H 0.0197 -3.1191 1.8610 0.40
H 0.5820 -3.2059 4.2654 0.43
```

Output
**Strongest force on any atom**: 0.0183 hartree/bohr
**LUMO energy**: -2.48 eV
**Energy relative to the best compared isomer or geometry (same formula, charge and spin)**: 0.00 kcal per mole
**Orbital gap**: 8.6 eV
**Total energy**: -894.32517 a.u.
**SMILES string**: COc1ccc(NC(=[NH2+])/N=C(/N)N=C2CCCC2)cc1
**Total charge**: +1


A molecular structure, C13H23BrClINbO5, computed with ωB97M-V with the def2-TZVPD basis set.

The geometry in XYZ format:
```
45
Properties=species:S:1:pos:R:3:mulliken_charge:R:1
C -3.7925 0.0975 -0.1746 -1.35
C -2.8590 0.2476 -1.3768 0.09
C -1.5153 0.9429 -1.1399 -0.20
I -1.7675 2.7487 0.0024 -0.03
Nb -0.4054 1.2315 -3.1533 -0.55
Br -1.6275 3.3550 -3.7973 -0.36
C 0.5157 -0.8009 -2.8942 -0.62
C -0.2464 -1.9673 -3.3358 0.66
O -0.8408 -2.7878 -2.6989 -0.57
Cl -0.1972 -2.2462 -5.1319 -0.25
H -3.2417 -0.2121 0.7175 0.27
H -4.2955 1.0371 0.0561 0.37
H -4.5632 -0.6514 -0.3713 0.41
H -2.6127 -0.7588 -1.7395 0.14
H -3.4011 0.7397 -2.1909 0.30
H -0.8815 0.3171 -0.5036 -0.04
H -1.5800 0.1814 -4.0880 0.13
H 0.5889 1.4558 -4.6895 0.06
H 1.1071 1.8296 -2.2544 0.06
H 0.7103 -0.9076 -1.8232 0.01
H 1.4439 -0.7384 -3.4633 0.59
O 1.3491 -1.1770 0.4943 -0.59
C 1.0257 -2.2424 0.9276 0.50
O 1.0977 -2.5273 2.2582 -0.41
C 0.7281 -3.8935 2.4939 -0.46
C -0.1156 -4.3003 1.2875 -0.61
C 0.4985 -3.4504 0.1795 0.04
H 1.6431 -4.4872 2.5708 0.25
H 0.2011 -3.9325 3.4446 0.34
H -0.0904 -5.3717 1.1013 0.34
H -1.1536 -4.0048 1.4448 0.27
H 1.3514 -3.9392 -0.2987 0.32
H -0.1850 -3.1313 -0.6050 -0.04
O -0.4313 4.3787 2.7325 -0.57
C 0.6782 3.9596 2.5832 0.47
O 1.7740 4.7649 2.6863 -0.38
C 2.9583 4.0362 2.3267 -0.42
C 2.6141 2.5635 2.5393 -0.53
C 1.1232 2.5553 2.2231 0.01
H 3.1873 4.2512 1.2804 0.26
H 3.7713 4.4010 2.9511 0.31
H 3.2053 1.8992 1.9136 0.32
H 2.7807 2.2922 3.5834 0.27
H 0.9170 2.4154 1.1595 -0.14
H 0.5331 1.8270 2.7725 0.32
```

Output
**Strongest force on any atom**: 0.0573 hartree/bohr
**LUMO energy**: 2.12 eV
**Energy relative to the best compared isomer or geometry (same formula, charge and spin)**: 0.00 kcal per mole
**Orbital gap**: 7.0 eV
**Total energy**: -4274.19799 a.u.
**Total charge**: -1


2 unconnected molecules or ions with the total composition C2H8O4, computed with ωB97M-V with the def2-TZVPD basis set.

The geometry in XYZ format:
```
14
Properties=species:S:1:pos:R:3:mulliken_charge:R:1
C 2.8513 -0.6596 -0.1116 -0.68
O 1.5002 -0.3120 -0.1115 -0.24
C 1.3666 1.0769 -0.0084 -0.63
H 3.3913 -0.2710 -0.9973 0.27
H 2.9438 -1.7412 -0.1219 0.24
H 3.3816 -0.2954 0.7941 0.28
H 1.7332 1.4565 0.9440 0.29
H 0.3045 1.3312 -0.1527 0.16
H 1.9695 1.5750 -0.7757 0.34
O -3.0897 -0.3287 -0.2198 -0.36
O -1.8268 0.3894 -0.3326 0.00
O -0.9666 -0.1767 0.6285 -0.35
H -2.8191 -1.2611 -0.2296 0.35
H -1.1488 0.1255 1.5414 0.33
```

Output
**Strongest force on any atom**: 0.0333 hartree/bohr
**LUMO energy**: 0.76 eV
**Energy relative to the best compared isomer or geometry (same formula, charge and spin)**: 173.36 kcal per mole
**Orbital gap**: 10.5 eV
**Total energy**: -381.72168 a.u.
**SMILES string**: COC.OOO


10 unconnected molecules or ions with the total composition C42H60O18, computed with ωB97M-V with the def2-TZVPD basis set.

The geometry in XYZ format:
```
120
Properties=species:S:1:pos:R:3:mulliken_charge:R:1
C 5.4253 4.5996 -0.8056 -0.51
O 5.4600 3.2894 -0.1119 -0.36
C 4.7796 3.2062 1.0403 0.92
O 4.0972 4.0819 1.4635 -0.56
O 4.8972 2.0013 1.5447 -0.31
C 4.9445 1.8878 3.0019 -0.68
H 6.0958 4.4628 -1.7052 0.23
H 5.8087 5.4181 -0.1009 0.28
H 4.4116 4.9384 -1.0648 0.18
H 4.1786 2.5600 3.4558 0.32
H 5.8933 2.3382 3.3416 0.36
H 4.9265 0.7830 3.2203 0.19
C 0.8451 3.4847 2.0551 -0.42
O 0.8957 2.8012 3.3591 -0.39
C 0.1748 1.7042 3.5385 0.67
O -0.5734 1.2044 2.7307 -0.32
O 0.4635 1.1696 4.7095 -0.38
C -0.4497 0.1171 5.0527 -0.68
H 0.9913 2.7987 1.2596 0.15
H 1.5377 4.3302 2.1822 0.15
H -0.1605 3.8958 1.9639 0.37
H -0.7160 -0.5551 4.2759 0.21
H -1.2831 0.6118 5.5302 0.37
H 0.1487 -0.2920 5.8461 0.27
C 0.3281 7.7361 1.3729 -0.70
O 0.7670 6.5770 0.6271 -0.19
C -0.0432 6.2186 -0.3825 0.62
O -1.0915 6.7804 -0.6119 -0.59
O 0.4746 5.1385 -0.9941 -0.12
C -0.1580 4.7216 -2.1364 -0.80
H -0.7111 7.5465 1.7271 0.31
H 0.3989 8.6692 0.8103 0.31
H 1.1068 7.7494 2.1401 0.21
H -0.2140 5.5552 -2.8186 0.42
H -1.0936 4.1959 -2.1630 0.32
H 0.6354 4.0728 -2.6102 0.23
C 0.1946 -6.6447 -1.0412 -0.83
O -0.3050 -5.6095 -0.1035 -0.20
C 0.1352 -5.7865 1.2207 0.74
O 0.7167 -6.7606 1.5411 -0.59
O -0.3256 -4.9157 2.0536 -0.41
C -0.8967 -3.5868 1.7987 0.43
H 1.2863 -6.6692 -0.9115 0.33
H -0.0840 -6.2454 -2.0365 0.25
H -0.1949 -7.5682 -0.7577 0.32
H -0.4974 -3.0009 2.5810 -0.02
H -2.0131 -3.5221 1.9332 -0.04
H -0.6107 -3.2132 0.8152 0.14
C 1.8824 -3.0655 -2.1485 0.19
O 2.3718 -2.8772 -3.5298 -0.48
C 1.5102 -2.5599 -4.5790 0.77
O 0.3049 -2.5156 -4.3556 -0.51
O 2.1462 -2.2815 -5.6448 -0.33
C 3.5544 -2.1704 -5.5601 -0.68
H 0.9310 -3.6411 -2.0231 0.04
H 1.6734 -2.0641 -1.6728 -0.22
H 2.7599 -3.5131 -1.7154 0.34
H 4.1171 -3.0300 -5.2129 0.26
H 3.7784 -1.2479 -4.9981 0.26
H 3.9026 -2.1110 -6.5416 0.34
C -3.6092 0.6986 1.1895 0.07
O -4.4863 0.0064 2.0661 -0.42
C -4.1011 -1.1980 2.5792 0.59
O -3.1326 -1.8004 2.2146 -0.26
O -4.8523 -1.4591 3.6472 -0.39
C -4.4787 -2.6542 4.3322 -0.66
H -2.5697 0.3083 1.2877 -0.06
H -3.6122 1.7851 1.3870 0.27
H -3.8502 0.5052 0.1687 -0.03
H -3.4095 -2.7547 4.3173 0.23
H -4.9778 -3.4324 3.8023 0.32
H -4.8367 -2.5688 5.3003 0.28
C -4.4450 -2.4679 -0.8796 -0.83
C -3.4414 -3.3943 -0.7129 -0.04
C -2.5105 -3.6428 -1.7412 -0.33
C -2.6729 -2.9407 -2.9088 0.31
C -3.7675 -2.1354 -3.2276 -0.82
C -4.6536 -1.9548 -2.1787 -0.29
H -5.2289 -2.2478 -0.1550 0.49
H -3.4080 -3.8757 0.2731 0.33
H -1.6548 -4.2896 -1.6478 0.32
H -1.8875 -3.0493 -3.7150 0.17
H -3.9249 -1.8406 -4.2918 0.40
H -5.6123 -1.4239 -2.2971 0.34
C -3.6698 3.9838 -4.1705 -0.41
C -4.2837 3.7633 -2.9426 -0.66
C -3.8918 2.6968 -2.1634 -0.27
C -2.9184 1.8309 -2.6283 0.64
C -2.1755 2.1694 -3.7510 -0.31
C -2.5417 3.2246 -4.5493 -0.88
H -4.0809 4.8041 -4.7140 0.39
H -5.0376 4.4270 -2.5792 0.42
H -4.3880 2.6051 -1.1921 0.33
H -2.6687 1.0065 -1.9713 -0.01
H -1.3137 1.6382 -4.0917 0.35
H -2.0892 3.4642 -5.5155 0.38
C 3.2545 -2.7717 1.8319 -0.77
C 3.1448 -1.5480 2.5237 0.03
C 2.5991 -1.5808 3.8034 -0.14
C 2.1167 -2.7924 4.2984 -0.42
C 2.1808 -3.9796 3.5432 -0.70
C 2.7298 -3.9586 2.3029 -0.39
H 3.8228 -2.8552 0.8667 0.28
H 3.4908 -0.6393 2.1143 0.31
H 2.4267 -0.6444 4.3975 0.37
H 1.6198 -2.7323 5.2255 0.43
H 1.6855 -4.8460 3.9222 0.38
H 2.8844 -4.8603 1.7278 0.57
C -0.3580 -0.6114 -0.9582 -1.12
C 0.4226 -0.1532 0.0731 -0.24
C 1.5673 0.6074 -0.2274 -0.24
C 1.8111 0.9879 -1.5345 -1.17
C 0.9329 0.5950 -2.4980 -0.58
C -0.1789 -0.2245 -2.2571 -0.25
H -1.1500 -1.3133 -0.7572 0.12
H 0.2590 -0.4018 1.1244 0.55
H 2.2622 0.9761 0.5109 0.51
H 2.6925 1.4966 -1.7626 0.94
H 1.1565 0.8149 -3.5573 0.40
H -0.7195 -0.5512 -3.1094 1.03
```

Output
**Strongest force on any atom**: 0.1174 hartree/bohr
**LUMO energy**: 0.53 eV
**Energy relative to the best compared isomer or geometry (same formula, charge and spin)**: 0.00 kcal per mole
**Orbital gap**: 9.5 eV
**Total energy**: -2990.62493 a.u.
**SMILES string**: COC(=O)OC.COC(=O)OC.COC(=O)OC.COC(=O)OC.COC(=O)OC.COC(=O)OC.c1ccccc1.c1ccccc1.c1ccccc1.c1ccccc1


C22H20ClN5O3S in the gas phase, computed with ωB97M-V with the def2-TZVPD basis set.

The geometry in XYZ format:
```
52
Properties=species:S:1:pos:R:3:mulliken_charge:R:1
C -1.4689 -1.7435 1.7713 -0.38
C -1.4237 -3.0464 1.5782 0.15
C -0.6867 -3.7430 0.4662 -1.18
N 0.0254 -2.8380 -0.3910 0.19
C -0.4091 -2.1914 -1.5165 0.89
C -1.7375 -2.4061 -2.1553 -1.16
O -2.8191 -2.1115 -1.2955 -0.46
C -3.0146 -0.8159 -0.9068 0.42
C -2.2584 0.2700 -1.3337 -0.15
C -2.5520 1.5410 -0.8689 -0.83
C -3.5949 1.7287 0.0195 0.27
Cl -3.9516 3.3176 0.5994 -0.22
C -4.3570 0.6532 0.4513 -0.67
C -4.0656 -0.6121 -0.0122 -0.32
N 0.5085 -1.3704 -1.9427 -0.82
N 1.5637 -1.4487 -1.1184 0.00
C 1.2703 -2.3182 -0.1861 0.28
S 2.2974 -2.7934 1.1276 -0.23
C 3.5697 -1.4992 0.9319 -0.75
C 2.9068 -0.1908 1.3481 0.46
O 2.5023 -0.0670 2.4851 -0.61
N 2.7298 0.7655 0.3913 0.28
C 3.4903 0.8189 -0.8431 -0.33
C 3.9147 2.2287 -1.2369 0.08
O 4.9241 2.4509 -1.8653 -0.67
N 3.0522 3.2013 -0.8677 -0.06
C 1.8985 2.9769 -0.1208 0.92
C 0.9303 3.9664 -0.0183 -0.79
C -0.2046 3.7548 0.7420 -0.92
C -0.3728 2.5477 1.3981 -0.82
C 0.5867 1.5569 1.2985 -0.71
C 1.7366 1.7564 0.5447 0.50
H -2.0183 -1.3138 2.5893 0.38
H -0.9688 -1.0399 1.1260 -0.36
H -1.9401 -3.7267 2.2400 0.44
H 0.0370 -4.4456 0.8956 0.54
H -1.4019 -4.3085 -0.1404 0.39
H -1.7778 -1.8124 -3.0756 0.36
H -1.8661 -3.4637 -2.4105 0.49
H -1.4314 0.1478 -2.0142 0.47
H -1.9614 2.3809 -1.1980 0.53
H -5.1694 0.8071 1.1437 0.43
H -4.6417 -1.4652 0.3079 0.44
H 4.3535 -1.7638 1.6405 0.47
H 3.9180 -1.5575 -0.0929 0.35
H 2.8956 0.3974 -1.6667 0.18
H 4.4111 0.2443 -0.7523 0.46
H 3.2454 4.1437 -1.1813 0.24
H 1.0810 4.9039 -0.5335 0.38
H -0.9529 4.5276 0.8226 0.38
H -1.2556 2.3727 1.9922 0.50
H 0.4532 0.6324 1.8335 0.59
```

Output
**Strongest force on any atom**: 0.0227 hartree/bohr
**LUMO energy**: 0.43 eV
**Energy relative to the best compared isomer or geometry (same formula, charge and spin)**: 0.00 kcal per mole
**Orbital gap**: 8.7 eV
**Total energy**: -2208.24833 a.u.
**SMILES string**: C=CCn1c(COc2ccc(Cl)cc2)nnc1SCC(=O)N1CC(=O)Nc2ccccc21